# 1
ORCA calculation (the ωB97M-V functional and the def2-TZVPD basis) on a gas-phase ion, C6H8N (charge +1) at a distorted geometry.

ORCA input file:
```
! wB97M-V def2-TZVPD RIJCOSX def2/J DEFGRID3
* xyz 1 1
C 0.5497 1.6847 -3.5605
N 0.2642 1.0482 -2.5037
C 0.1079 0.2916 -1.5785
C -0.1646 -0.5146 -0.5464
C -0.1603 -0.3395 0.8925
C 0.4636 0.8542 1.2840
C -0.5768 -1.3892 1.9204
H 0.5470 2.7035 -3.3991
H 0.9729 1.3248 -4.4975
H -0.0687 -1.4863 -0.9871
H 0.8376 1.2377 2.2463
H 0.7769 1.4590 0.4207
H -1.6577 -1.0578 2.2520
H 0.0450 -1.5214 2.7799
H -0.8202 -2.3356 1.3447
*
```

The gap between HOMO and LUMO (spin up / spin down) comes out at 7.29 / 7.29 eV. As for the SMILES: C=[N+]=C=CC(=C)C. Its HOMO energy (spin up / spin down) is -13.31 / -13.31 eV. The LUMO energy (spin up / spin down) comes out at -6.02 / -6.02 eV. Its energy above the lowest of the compared OMol25 structures with the same formula, charge and spin is 113.4 kcal per mole.

# 2
ORCA calculation (the ωB97M-V functional and the def2-TZVPD basis) on a single C5H5NO molecule at a distorted geometry.

ORCA input file:
```
! wB97M-V def2-TZVPD RIJCOSX def2/J DEFGRID3
* xyz 0 1
C 2.0424 -0.9334 0.2576
C 0.8103 -0.7874 -0.0050
C -0.6390 -0.8131 -0.5375
C -1.6907 -0.6314 0.5281
N -1.2897 0.5097 -0.3502
C -0.0583 1.3599 0.1786
O 1.1068 1.2192 -0.2435
H 2.9288 -1.3635 0.3726
H -0.9615 -1.7462 -1.2149
H -1.3487 -0.3386 1.6075
H -2.6876 -1.1245 0.1254
H -0.5453 2.0835 0.9780
*
```

The gap between HOMO and LUMO comes out at 9.13 eV. As for the SMILES: C#C[C@H]1CN1C=O. Its HOMO energy is -8.67 eV. The LUMO energy comes out at 0.46 eV. Its energy above the lowest of the compared OMol25 structures with the same formula, charge and spin is 162.5 kcal per mole.

# 3
ORCA calculation (the ωB97M-V functional and the def2-TZVPD basis) on a molecular structure, C18H20F2NO at a distorted geometry.

ORCA input file:
```
! wB97M-V def2-TZVPD RIJCOSX def2/J DEFGRID3
* xyz 1 1
F -2.8377 2.5189 1.0250
C -2.7614 1.1978 1.3794
C -3.8971 0.5605 1.8709
C -3.7900 -0.7658 2.2620
C -2.5619 -1.3910 2.2659
C -1.4065 -0.7577 1.8088
C -0.1489 -1.5292 1.8013
C 1.0993 -0.7601 1.9854
C 2.3876 -1.2323 1.6790
C 3.4968 -0.4020 1.6413
C 3.4276 0.9420 1.9969
C 2.1825 1.3829 2.4561
F 2.0730 2.7098 2.8034
C 1.0666 0.5528 2.5314
C -1.5316 0.5496 1.2669
H -4.8332 1.1013 1.9366
H -4.6623 -1.3016 2.5952
H -2.4785 -2.3779 2.6826
H -0.2193 -2.2840 0.9252
H 2.5660 -2.2819 1.5628
H 4.4589 -0.8116 1.3476
H 4.2717 1.6212 1.8869
H 0.1578 0.9641 2.9830
H -0.6749 1.0477 0.8006
O -1.1515 -3.1571 4.5463
C -1.5067 -4.3662 3.8741
C -1.1131 -4.2371 2.4176
C -0.7358 -5.5817 1.7592
C 0.5805 -5.3783 0.9886
C 1.0891 -4.0101 1.3697
N 0.0386 -3.3531 2.2608
H -1.4476 -3.2499 5.4713
H -0.9876 -5.2302 4.3202
H -2.5851 -4.5459 3.9708
H -1.9309 -3.7739 1.8466
H -0.5955 -6.3464 2.5396
H -1.5672 -5.9836 1.1433
H 1.3029 -6.1824 1.1819
H 0.4245 -5.3830 -0.1023
H 2.0707 -4.1067 1.8541
H 1.1379 -3.3667 0.4961
H 0.3524 -2.9010 3.1384
*
```

The gap between HOMO and LUMO comes out at 7.98 eV. Its HOMO energy is -12.17 eV. The LUMO energy comes out at -4.18 eV. Its energy above the lowest of the compared OMol25 structures with the same formula, charge and spin is 4.9 kcal per mole.

# 4
ORCA calculation (the ωB97M-V functional and the def2-TZVPD basis) on 2 unconnected molecules or ions with the total composition C2H3N3O at a distorted geometry.

ORCA input file:
```
! wB97M-V def2-TZVPD RIJCOSX def2/J DEFGRID3
* xyz 0 1
H 0.8395 2.1690 -0.2507
N 0.6616 1.1756 -0.3583
C -0.5478 0.8939 -0.2285
N -1.4683 -0.1329 -0.3102
O -1.7704 1.3442 0.0091
H -1.5306 -0.6236 0.5893
C 1.3049 -1.6002 0.1740
N 0.7023 -2.5069 0.5704
H 1.8088 -0.7190 -0.1953
*
```

The gap between HOMO and LUMO comes out at 12.08 eV. As for the SMILES: [H]/N=C1/NO1.C#N. Its HOMO energy is -11.41 eV. The LUMO energy comes out at 0.67 eV. Its energy above the lowest of the compared OMol25 structures with the same formula, charge and spin is 88.5 kcal per mole.

# 5
ORCA calculation (the ωB97M-V functional and the def2-TZVPD basis) on a molecular structure, C29H26IrN4O2P2Se2.

ORCA input file:
```
! wB97M-V def2-TZVPD RIJCOSX def2/J DEFGRID3
* xyz 1 1
Ir 0.7589 -0.6037 -3.5635
Se 0.6551 0.5097 3.0818
P -0.5294 -0.9701 2.1841
C -2.3028 -0.7568 2.4533
C -3.1838 -0.4258 1.4291
C -4.5233 -0.1979 1.7143
C -4.9838 -0.3059 3.0172
C -4.1059 -0.6383 4.0423
C -2.7682 -0.8560 3.7644
C -0.1155 -2.6591 2.6612
C 1.2068 -2.9535 2.9844
C 1.5642 -4.2537 3.3001
C 0.6019 -5.2546 3.3080
C -0.7177 -4.9587 2.9971
C -1.0794 -3.6620 2.6678
C -0.3903 -1.0429 0.3692
C 0.0214 -0.1793 -0.6148
N -0.0966 -0.8731 -1.7893
N -0.5582 -2.1049 -1.5187
N -0.7470 -2.2131 -0.2537
P 0.4467 1.5471 -0.7983
Se 1.0025 1.6572 -2.9736
C -0.9743 2.5917 -0.4792
C -1.5497 3.3690 -1.4813
C -2.6555 4.1514 -1.1872
C -3.1881 4.1496 0.0937
C -2.6162 3.3697 1.0909
C -1.5049 2.5929 0.8136
C 1.8547 2.0034 0.1834
C 2.9290 1.1170 0.2544
C 4.0320 1.4546 1.0136
C 4.0611 2.6683 1.6915
C 2.9965 3.5532 1.6055
C 1.8849 3.2269 0.8449
H -2.8394 -0.3514 0.4059
H -5.2072 0.0559 0.9150
H -6.0292 -0.1340 3.2372
H -4.4646 -0.7240 5.0592
H -2.0801 -1.0983 4.5662
H 1.9432 -2.1597 3.0101
H 2.5908 -4.4854 3.5500
H 0.8809 -6.2681 3.5645
H -1.4677 -5.7380 3.0078
H -2.1068 -3.4368 2.4110
H -1.1490 3.3630 -2.4858
H -3.1017 4.7601 -1.9617
H -4.0531 4.7601 0.3170
H -3.0321 3.3640 2.0895
H -1.0476 2.0010 1.5999
H 2.8942 0.1637 -0.2610
H 4.8654 0.7698 1.0885
H 4.9233 2.9247 2.2926
H 3.0272 4.4950 2.1357
H 1.0444 3.9064 0.7893
N 0.9299 -0.2388 -5.6683
C 2.0729 -0.7382 -6.4807
C 3.3588 -0.5527 -5.6923
C 3.4129 -1.6011 -4.6103
O 4.2443 -2.4539 -4.5360
O 2.4149 -1.5781 -3.7003
H 0.0589 -0.5940 -6.0579
H 0.8759 0.7704 -5.7889
H 2.0921 -0.2085 -7.4320
H 1.9018 -1.7950 -6.6839
H 3.3924 0.4492 -5.2560
H 4.2295 -0.6792 -6.3305
*
```

The gap between HOMO and LUMO comes out at 5.87 eV. Its HOMO energy is -10.52 eV. The LUMO energy comes out at -4.65 eV. Its energy above the lowest of the compared OMol25 structures with the same formula, charge and spin is 0.0 kcal per mole.

# 6
ORCA calculation (the ωB97M-V functional and the def2-TZVPD basis) on 13 unconnected molecules or ions with the total composition C50H96O39 at a distorted geometry.

ORCA input file:
```
! wB97M-V def2-TZVPD RIJCOSX def2/J DEFGRID3
* xyz 0 1
C -1.2065 -2.8496 7.1973
C -1.0494 -2.6253 5.7264
O -2.0902 -1.7044 5.4065
C -2.9574 -1.6958 6.4106
O -4.0502 -1.1424 6.4093
O -2.5528 -2.4242 7.3791
H -0.3980 -2.3740 7.7525
H -0.9633 -3.8762 7.4713
H -1.2679 -3.5025 5.1174
H -0.0796 -2.2065 5.4576
C 4.9872 -0.5319 -4.6212
C 5.4810 -0.2638 -3.2589
O 5.7970 -1.5036 -2.6617
C 5.4051 -2.4438 -3.4386
O 5.4989 -3.6499 -3.1916
O 4.9530 -1.9802 -4.5107
H 5.6701 -0.1313 -5.3705
H 3.9661 -0.1578 -4.6952
H 4.8320 0.3303 -2.6156
H 6.4117 0.3034 -3.2717
C -0.0645 2.3150 -7.5439
C -1.3096 3.0381 -7.0999
O -1.5691 2.8576 -5.7106
C -2.0074 3.8375 -4.8614
O -1.9386 5.0676 -5.0687
O -2.5322 3.3190 -3.7499
C -2.9105 4.0584 -2.5659
H 0.3194 2.6209 -8.5171
H -0.3475 1.2678 -7.6509
H 0.8345 2.1993 -6.9384
H -2.1716 2.7011 -7.6757
H -1.2146 4.1130 -7.2531
H -3.8966 4.5212 -2.5264
H -2.2683 4.9384 -2.5307
H -2.6062 3.4230 -1.7341
C -6.3099 -6.4121 -8.4320
C -5.4579 -5.6384 -7.3660
O -6.0649 -5.6581 -6.1284
C -6.9921 -4.8950 -5.5965
O -7.6613 -5.3097 -4.6628
O -7.2943 -3.8504 -6.4192
C -8.4161 -3.0092 -6.0697
H -5.9581 -6.2363 -9.4485
H -7.3654 -6.1725 -8.3027
H -6.0689 -7.4503 -8.2035
H -5.1781 -4.6499 -7.7303
H -4.4675 -6.0933 -7.3783
H -9.3709 -3.5278 -6.1571
H -8.4126 -2.0732 -6.6282
H -8.3292 -2.7731 -5.0091
C 6.8778 1.9887 1.6581
C 6.5290 3.4530 1.3007
O 7.5947 3.8943 0.4745
C 7.8302 5.1605 0.3414
O 7.2231 6.1244 0.8984
O 8.8785 5.2866 -0.4995
C 9.3510 6.5268 -0.7316
H 7.1394 1.2685 0.8830
H 6.0628 1.5240 2.2131
H 7.7737 2.1368 2.2611
H 6.2466 3.9692 2.2182
H 5.5252 3.4227 0.8769
H 9.6929 6.9980 0.1899
H 8.6175 7.1615 -1.2290
H 10.2183 6.3527 -1.3683
C 4.7400 -10.6253 -4.6167
C 3.8496 -9.3990 -4.7811
O 3.5672 -8.9646 -3.4940
C 2.3780 -8.3897 -3.2739
O 1.5324 -8.2038 -4.1595
O 2.2843 -7.9045 -1.9751
C 1.0871 -7.3498 -1.5262
H 4.8358 -11.1330 -5.5765
H 4.3003 -11.3313 -3.9122
H 5.7644 -10.3605 -4.3549
H 2.9707 -9.6114 -5.3898
H 4.3558 -8.5806 -5.2931
H 1.1359 -6.7468 -0.6195
H 0.4543 -8.2278 -1.3967
H 0.6639 -6.7257 -2.3134
C 5.6674 -2.2915 8.2766
C 6.3326 -1.3735 7.1930
O 6.2083 0.0328 7.5085
C 5.0513 0.7068 7.3167
O 3.9735 0.1645 6.9433
O 5.2867 2.0487 7.2506
C 4.2436 2.9191 7.0273
H 5.4004 -3.2829 7.9106
H 4.7052 -1.8558 8.5456
H 6.2116 -2.2694 9.2207
H 5.8943 -1.5263 6.2067
H 7.3677 -1.7126 7.1531
H 4.6997 3.8868 7.2362
H 3.4863 2.8020 7.8025
H 3.7771 2.9122 6.0422
C -1.5134 -1.6430 -3.1204
C -0.1802 -1.0825 -2.7180
O -0.3280 -0.7493 -1.2659
C 0.2037 0.3444 -0.6834
O 0.9768 1.1861 -1.1839
O -0.2290 0.3183 0.5594
C 0.2081 1.2827 1.4576
H -1.5480 -2.5227 -2.4777
H -1.6466 -1.8307 -4.1858
H -2.3421 -0.9851 -2.8588
H 0.0011 -0.2301 -3.3728
H 0.5647 -1.8432 -2.9516
H -0.2694 2.2170 1.1623
H 1.2866 1.4025 1.5603
H -0.0332 0.8375 2.4229
C -11.9730 1.0443 -0.8881
C -10.9356 -0.0584 -0.9076
O -9.6828 0.3682 -0.5080
C -8.7143 -0.5403 -0.2080
O -8.8757 -1.7508 -0.3472
O -7.5848 0.1065 0.3459
C -6.4805 -0.6866 0.8027
H -12.8001 0.6389 -1.4709
H -11.6863 1.9657 -1.3950
H -12.3814 1.2706 0.0968
H -10.8189 -0.3762 -1.9437
H -11.2695 -0.8177 -0.2005
H -5.7879 -0.0276 1.3261
H -6.0916 -1.2192 -0.0652
H -6.7850 -1.4016 1.5671
C 3.9921 -8.8470 -11.6265
C 2.6302 -8.6502 -11.0404
O 2.5304 -7.3643 -10.4560
C 1.3071 -6.9524 -10.1793
O 0.2559 -7.4825 -10.5898
O 1.2797 -5.9322 -9.3232
C 2.3492 -5.6256 -8.4885
H 4.7468 -8.5499 -10.8983
H 4.2381 -8.2031 -12.4709
H 4.2316 -9.8964 -11.7983
H 2.5461 -9.3778 -10.2331
H 1.9023 -8.8019 -11.8374
H 1.9847 -4.7569 -7.9401
H 3.2140 -5.2459 -9.0327
H 2.6378 -6.4077 -7.7863
C -5.6790 5.2174 5.2167
C -4.4036 5.9822 5.4886
O -4.3188 6.6006 6.7741
C -4.9082 7.7327 6.9600
O -5.4019 8.5190 6.1068
O -4.8693 8.0489 8.2774
C -5.6643 9.1004 8.8645
H -5.6087 4.3761 5.9062
H -5.8031 4.9968 4.1565
H -6.6220 5.7410 5.3734
H -4.2870 6.7603 4.7342
H -3.6025 5.2455 5.5489
H -6.7079 9.0317 8.5575
H -5.2939 10.0593 8.5022
H -5.6194 9.0699 9.9531
C 1.8391 6.8481 -2.2329
C 1.2555 6.9114 -0.8046
O 0.6278 8.2058 -0.7075
C -0.1505 8.5248 0.3137
O -0.3279 7.8591 1.3439
O -0.5222 9.7620 0.0600
C -1.4750 10.4458 0.8872
H 2.7557 7.4301 -2.3291
H 1.1733 7.1181 -3.0526
H 2.0457 5.8040 -2.4679
H 2.0387 6.6769 -0.0836
H 0.5260 6.1018 -0.7824
H -2.4719 10.5035 0.4502
H -1.0355 11.4422 0.9335
H -1.4982 9.9912 1.8776
C 3.9106 -1.0143 12.8763
C 3.4941 0.3421 12.2954
O 2.2346 0.2624 11.5760
C 1.7312 1.4498 11.1385
O 2.1943 2.5851 11.3851
O 0.7110 1.1075 10.3144
C -0.0110 2.1357 9.5496
H 4.9638 -0.9601 13.1519
H 3.8234 -1.8311 12.1598
H 3.4990 -1.2649 13.8541
H 4.3192 0.6541 11.6551
H 3.4379 0.9787 13.1784
H 0.6238 2.6992 8.8658
H -0.3883 2.8748 10.2563
H -0.8078 1.7767 8.8982
*
```

The gap between HOMO and LUMO comes out at 10.28 eV. Its HOMO energy is -10.39 eV. The LUMO energy comes out at -0.10 eV.